1.
{"formula": "C38H114B3F3N9O13Pt2S", "method": "ωB97M-V with the def2-TZVPD basis set", "max_force_ha_per_bohr": 0.0957, "spin_multiplicity": 5, "homo_ev": [-3.4, -4.5], "e_lumo_ev": [1.59, 1.59], "orbital_gap_ha": [0.1841, 0.2224], "total_charge": -1, "e_tot_ha": -3997.2473, "species": ["Pt", "Pt", "B", "H", "H", "H", "H", "B", "H", "H", "H", "H", "B", "H", "H", "H", "H", "C", "F", "F", "F", "S", "O", "O", "O", "C", "O", "H", "H", "H", "C", "C", "C", "O", "C", "N", "H", "H", "H", "H", "H", "H", "H", "H", "H", "H", "H", "C", "C", "C", "O", "C", "N", "H", "H", "H", "H", "H", "H", "H", "H", "H", "H", "H", "C", "C", "C", "O", "C", "N", "H", "H", "H", "H", "H", "H", "H", "H", "H", "H", "H", "C", "C", "C", "O", "C", "N", "H", "H", "H", "H", "H", "H", "H", "H", "H", "H", "H", "C", "C", "C", "O", "C", "N", "H", "H", "H", "H", "H", "H", "H", "H", "H", "H", "H", "C", "C", "C", "O", "C", "N", "H", "H", "H", "H", "H", "H", "H", "H", "H", "H", "H", "C", "C", "C", "O", "C", "N", "H", "H", "H", "H", "H", "H", "H", "H", "H", "H", "H", "C", "C", "C", "O", "C", "N", "H", "H", "H", "H", "H", "H", "H", "H", "H", "H", "H", "C", "C", "C", "O", "C", "N", "H", "H", "H", "H", "H", "H", "H", "H", "H", "H", "H"], "coordinates": [[2.28, -3.33, 1.92], [-0.49, -3.03, -0.52], [0.99, -4.82, 0.36], [1.18, -4.27, -0.55], [0.48, -5.75, 0.16], [1.93, -4.95, 0.88], [0.37, -4.14, 0.93], [2.49, -4.83, 3.57], [2.76, -5.68, 4.17], [2.38, -3.90, 4.12], [3.25, -4.81, 2.80], [1.60, -5.06, 3.01], [-2.12, -4.50, -0.81], [-1.73, -4.65, 0.18], [-2.76, -5.33, -1.09], [-2.74, -3.62, -0.86], [-1.39, -4.51, -1.61], [-1.25, -0.73, 3.46], [-0.20, 0.12, 3.16], [-1.47, -0.86, 4.75], [-2.39, -0.25, 2.98], [-0.95, -2.40, 2.72], [-1.36, -2.36, 1.30], [0.47, -2.76, 2.92], [-1.82, -3.24, 3.51], [1.32, -0.34, 0.30], [1.26, -1.75, 0.35], [1.77, 0.18, 1.15], [1.77, 0.02, -0.62], [0.30, 0.05, 0.26], [0.10, 3.68, 3.25], [0.11, 3.74, 4.75], [0.40, 2.49, 5.51], [0.24, 2.47, 6.93], [-1.01, 2.86, 7.56], [0.96, 4.83, 5.20], [0.89, 2.99, 2.95], [0.13, 4.71, 2.88], [-0.91, 3.30, 3.08], [-0.88, 3.97, 5.13], [1.28, 1.96, 5.16], [-0.39, 1.82, 5.17], [-1.89, 2.24, 7.36], [-1.16, 3.86, 7.15], [-0.88, 2.89, 8.64], [0.70, 4.85, 6.18], [1.95, 4.65, 5.19], [4.13, 1.66, -3.12], [4.24, 2.40, -4.44], [3.18, 1.96, -5.49], [3.35, 0.55, -5.51], [4.56, 0.17, -6.15], [3.92, 3.73, -4.02], [4.64, 2.07, -2.25], [4.66, 0.73, -3.33], [3.06, 1.48, -2.99], [5.31, 2.36, -4.65], [3.41, 2.29, -6.50], [2.13, 2.10, -5.22], [4.86, 0.71, -7.05], [4.62, -0.90, -6.34], [5.35, 0.12, -5.40], [4.34, 4.44, -4.61], [4.19, 3.89, -3.06], [5.61, 3.11, 1.83], [4.33, 3.99, 1.77], [3.46, 3.79, 0.43], [2.16, 4.35, 0.45], [2.14, 5.75, 0.31], [3.44, 3.75, 2.97], [5.46, 2.09, 1.47], [5.98, 3.11, 2.86], [6.33, 3.65, 1.22], [4.55, 5.05, 1.78], [3.30, 2.71, 0.41], [4.21, 4.09, -0.31], [2.09, 6.11, 1.34], [1.31, 6.15, -0.28], [3.06, 6.05, -0.20], [2.85, 4.56, 3.02], [2.85, 2.97, 2.70], [0.08, 4.20, -2.65], [-0.02, 4.46, -4.12], [-1.40, 4.98, -4.61], [-2.36, 4.00, -5.00], [-1.93, 2.93, -5.94], [1.07, 5.35, -4.48], [-0.74, 3.70, -2.15], [-0.02, 5.17, -2.17], [1.08, 3.83, -2.41], [0.12, 3.50, -4.62], [-1.27, 5.61, -5.49], [-1.76, 5.65, -3.82], [-1.53, 2.09, -5.37], [-1.26, 3.32, -6.71], [-2.82, 2.61, -6.48], [1.93, 4.83, -4.36], [0.99, 5.51, -5.47], [-1.83, -8.20, 1.38], [-1.06, -7.77, 2.58], [0.29, -8.57, 2.72], [0.88, -8.32, 3.97], [2.11, -8.97, 4.13], [-0.92, -6.32, 2.56], [-1.62, -7.77, 0.40], [-2.89, -7.95, 1.45], [-1.81, -9.27, 1.19], [-1.62, -8.15, 3.44], [0.90, -8.10, 1.95], [0.07, -9.63, 2.57], [2.89, -8.39, 3.65], [2.03, -10.00, 3.77], [2.36, -9.06, 5.19], [-1.85, -5.93, 2.47], [-0.46, -6.18, 1.68], [-3.88, 3.02, -1.94], [-4.17, 3.73, -0.58], [-5.78, 4.09, -0.31], [-5.94, 4.83, 0.93], [-7.02, 4.51, 1.72], [-3.65, 2.82, 0.42], [-4.43, 2.08, -2.04], [-2.83, 2.78, -2.08], [-4.33, 3.55, -2.78], [-3.59, 4.62, -0.32], [-6.31, 3.14, -0.25], [-6.13, 4.55, -1.23], [-6.56, 3.90, 2.49], [-7.80, 3.86, 1.34], [-7.36, 5.40, 2.25], [-2.64, 2.87, 0.39], [-3.92, 3.00, 1.38], [-2.04, -0.12, -3.32], [-1.45, -1.44, -2.93], [-0.06, -1.63, -3.37], [0.52, -2.72, -2.61], [1.83, -3.04, -3.03], [-1.69, -1.38, -1.49], [-1.53, 0.71, -2.84], [-3.12, 0.00, -3.21], [-2.06, 0.01, -4.40], [-1.95, -2.31, -3.35], [0.57, -0.77, -3.15], [-0.10, -1.76, -4.45], [2.48, -2.34, -2.51], [2.10, -2.97, -4.08], [1.91, -4.09, -2.73], [-2.69, -1.52, -1.54], [-1.62, -0.45, -1.10], [5.06, -0.32, 3.26], [4.20, -1.24, 2.36], [4.96, -2.35, 1.68], [4.20, -3.38, 0.89], [4.61, -3.63, -0.48], [3.28, -1.81, 3.27], [4.62, 0.67, 3.35], [6.06, -0.16, 2.84], [5.35, -0.79, 4.20], [3.55, -0.59, 1.77], [5.53, -3.01, 2.32], [5.66, -1.94, 0.96], [4.00, -2.96, -1.10], [4.25, -4.62, -0.74], [5.70, -3.63, -0.49], [3.79, -2.14, 4.08], [2.74, -1.05, 3.65], [-6.53, 0.00, 0.36], [-5.74, -0.56, -0.90], [-6.26, -0.17, -2.33], [-7.51, -0.74, -2.46], [-7.95, -0.50, -3.84], [-4.36, -0.14, -0.62], [-7.55, -0.39, 0.36], [-6.62, 1.08, 0.24], [-5.93, -0.15, 1.26], [-5.76, -1.65, -0.97], [-5.47, -0.51, -2.99], [-6.38, 0.91, -2.40], [-8.83, -1.10, -4.07], [-7.11, -0.83, -4.46], [-8.10, 0.53, -4.16], [-4.07, -0.64, 0.21], [-4.46, 0.79, -0.24]]}

2.
{"formula": "C33H36CuN6OS2Si", "method": "ωB97M-V with the def2-TZVPD basis set", "max_force_ha_per_bohr": 0.0189, "spin_multiplicity": 2, "homo_ev": [-7.5, -7.3], "e_lumo_ev": [-1.12, -1.40], "orbital_gap_ha": [0.2360, 0.2184], "total_charge": 0, "relative_energy_kcal_mol": 22.9, "e_tot_ha": -4409.2608, "species": ["Cu", "S", "C", "N", "N", "C", "C", "C", "C", "C", "C", "N", "N", "C", "C", "C", "C", "C", "C", "H", "H", "H", "H", "H", "H", "H", "H", "H", "H", "H", "C", "N", "C", "C", "N", "C", "S", "H", "H", "H", "H", "H", "H", "C", "C", "C", "C", "Si", "O", "C", "C", "C", "C", "C", "C", "C", "C", "C", "C", "C", "C", "H", "H", "H", "H", "H", "H", "H", "H", "H", "H", "H", "H", "H", "H", "H", "H", "H", "H", "H"], "coordinates": [[2.03, 0.41, -0.60], [2.23, 1.05, -2.80], [1.39, 2.53, -2.41], [0.87, 3.22, -3.41], [0.01, 4.19, -3.23], [-0.94, 4.51, -2.24], [-1.52, 5.78, -2.33], [-2.51, 6.17, -1.44], [-2.96, 5.29, -0.47], [-2.41, 4.02, -0.40], [-1.41, 3.62, -1.27], [1.38, 3.04, -1.16], [1.78, 2.30, -0.20], [1.94, 2.96, 1.03], [1.51, 4.27, 1.24], [1.68, 4.86, 2.48], [2.28, 4.16, 3.51], [2.71, 2.85, 3.31], [2.54, 2.25, 2.07], [-0.05, 4.76, -4.06], [-1.17, 6.47, -3.09], [-2.93, 7.16, -1.51], [-3.73, 5.59, 0.22], [-2.76, 3.31, 0.34], [-1.02, 2.62, -1.20], [1.04, 4.81, 0.43], [1.34, 5.88, 2.64], [2.42, 4.63, 4.48], [3.20, 2.31, 4.11], [2.90, 1.25, 1.89], [4.81, -3.67, 1.01], [3.67, -3.05, 1.65], [2.88, -3.61, 2.64], [1.90, -2.73, 2.90], [2.11, -1.64, 2.10], [3.20, -1.83, 1.32], [3.94, -0.74, 0.26], [4.77, -4.74, 1.17], [5.75, -3.27, 1.42], [4.78, -3.45, -0.05], [3.09, -4.58, 3.05], [1.08, -2.79, 3.60], [1.44, -0.90, 1.91], [-1.47, -0.07, -2.73], [-1.21, -1.56, -2.48], [-0.15, -2.05, -3.47], [-2.52, -2.33, -2.71], [-0.58, -1.72, -0.68], [0.82, -1.00, -0.36], [-1.87, -0.90, 0.46], [-3.13, -1.45, 0.70], [-4.03, -0.82, 1.56], [-3.68, 0.36, 2.20], [-2.43, 0.92, 1.97], [-1.54, 0.29, 1.10], [-0.45, -3.53, -0.11], [-0.23, -4.61, -0.96], [-0.09, -5.90, -0.46], [-0.16, -6.14, 0.90], [-0.39, -5.07, 1.76], [-0.54, -3.79, 1.26], [-1.79, 0.11, -3.76], [-0.54, 0.49, -2.57], [-2.23, 0.32, -2.05], [-0.44, -1.80, -4.50], [-0.02, -3.14, -3.43], [0.81, -1.59, -3.28], [-2.84, -2.23, -3.76], [-3.32, -1.93, -2.08], [-2.41, -3.39, -2.49], [-3.41, -2.38, 0.23], [-5.00, -1.26, 1.73], [-4.38, 0.84, 2.87], [-2.15, 1.84, 2.46], [-0.57, 0.74, 0.91], [-0.17, -4.46, -2.03], [0.08, -6.73, -1.15], [-0.05, -7.14, 1.29], [-0.45, -5.24, 2.83], [-0.74, -2.97, 1.94]]}

3.
{"formula": "C28H18Cl2INO4PdS", "method": "ωB97M-V with the def2-TZVPD basis set", "max_force_ha_per_bohr": 0.0196, "homo_ev": -7.6, "e_lumo_ev": -0.42, "orbital_gap_ha": 0.2641, "total_charge": 0, "relative_energy_kcal_mol": 0.0, "e_tot_ha": -3177.6703, "species": ["Pd", "Cl", "C", "C", "C", "C", "O", "C", "C", "O", "C", "H", "H", "H", "H", "Cl", "C", "C", "C", "I", "C", "O", "C", "N", "C", "C", "C", "C", "H", "H", "H", "H", "O", "S", "C", "C", "C", "C", "C", "C", "C", "C", "C", "C", "C", "C", "H", "H", "H", "H", "H", "H", "H", "H", "H", "H"], "coordinates": [[-0.01, -0.73, -0.22], [-2.69, -3.48, 5.95], [-1.96, -2.56, 4.67], [-1.11, -1.48, 4.98], [-0.51, -0.77, 3.98], [-0.71, -1.09, 2.62], [-0.05, -0.41, 1.74], [-1.61, -2.15, 2.31], [-1.91, -2.57, 0.98], [-1.54, -2.08, -0.08], [-2.21, -2.87, 3.37], [-0.92, -1.24, 6.02], [0.15, 0.05, 4.21], [-2.58, -3.44, 0.89], [-2.89, -3.68, 3.13], [5.65, 0.48, -3.73], [4.01, 0.14, -3.26], [3.08, -0.16, -4.22], [1.76, -0.49, -3.87], [0.35, -0.94, -5.32], [1.34, -0.50, -2.54], [0.16, -0.90, -2.17], [2.30, -0.06, -1.58], [1.82, 0.08, -0.30], [2.64, 0.38, 0.67], [4.02, 0.56, 0.44], [4.52, 0.48, -0.82], [3.65, 0.20, -1.90], [3.38, -0.16, -5.26], [2.19, 0.50, 1.65], [4.67, 0.74, 1.28], [5.57, 0.63, -1.01], [-0.41, 2.03, -0.80], [-1.17, 2.08, 0.48], [-2.22, 3.55, 0.34], [-2.57, 4.00, -0.92], [-3.45, 5.07, -1.03], [-3.95, 5.69, 0.11], [-3.57, 5.24, 1.37], [-2.70, 4.17, 1.49], [-2.59, 0.97, 0.27], [-2.86, 0.48, -1.00], [-3.96, -0.34, -1.18], [-4.78, -0.67, -0.10], [-4.49, -0.17, 1.17], [-3.39, 0.65, 1.36], [-2.15, 3.52, -1.79], [-3.73, 5.42, -2.02], [-4.63, 6.52, 0.01], [-3.94, 5.73, 2.25], [-2.39, 3.82, 2.46], [-2.22, 0.74, -1.83], [-4.18, -0.74, -2.16], [-5.65, -1.29, -0.25], [-5.11, -0.44, 2.01], [-3.15, 1.04, 2.34]]}

4.
{"formula": "C19H25N3O4S", "method": "ωB97M-V with the def2-TZVPD basis set", "max_force_ha_per_bohr": 0.0154, "smiles": "COc1ccc(S(=O)(=O)N[C@H](C(=O)NCCc2ccccn2)C(C)C)cc1", "homo_ev": -8.8, "e_lumo_ev": 0.45, "orbital_gap_ha": 0.3406, "total_charge": 0, "relative_energy_kcal_mol": 50.0, "e_tot_ha": -1602.4456, "species": ["C", "H", "O", "C", "C", "C", "C", "C", "C", "H", "H", "S", "O", "O", "N", "H", "C", "C", "O", "N", "H", "C", "H", "H", "C", "C", "N", "C", "C", "C", "C", "H", "H", "H", "H", "H", "H", "H", "C", "C", "H", "H", "H", "C", "H", "H", "H", "H", "H", "H", "H", "H"], "coordinates": [[0.43, -5.16, 0.23], [0.34, -6.13, -0.26], [1.54, -4.53, -0.37], [1.90, -3.30, 0.06], [1.26, -2.58, 1.06], [1.71, -1.32, 1.40], [2.80, -0.78, 0.76], [3.47, -1.49, -0.23], [3.02, -2.75, -0.58], [3.51, -3.32, -1.35], [4.33, -1.05, -0.70], [3.32, 0.88, 1.14], [4.75, 0.98, 1.01], [2.70, 1.29, 2.36], [2.68, 1.83, -0.07], [3.05, 1.56, -0.97], [1.23, 1.87, -0.09], [0.70, 0.69, -0.92], [1.40, 0.11, -1.73], [-0.58, 0.39, -0.68], [-1.13, 0.85, 0.04], [-1.26, -0.73, -1.30], [-1.90, -0.37, -2.12], [-0.49, -1.39, -1.72], [-2.11, -1.46, -0.26], [-3.22, -0.59, 0.26], [-2.85, 0.55, 0.85], [-3.78, 1.36, 1.31], [-5.13, 1.09, 1.23], [-5.53, -0.08, 0.61], [-4.56, -0.94, 0.12], [-4.83, -1.86, -0.37], [-6.57, -0.33, 0.52], [-5.86, 1.79, 1.63], [-3.41, 2.27, 1.78], [-2.53, -2.37, -0.71], [-1.46, -1.75, 0.57], [0.91, 1.76, 0.95], [0.71, 3.21, -0.64], [1.10, 4.34, 0.31], [0.66, 4.19, 1.29], [0.78, 5.30, -0.09], [2.18, 4.35, 0.43], [1.24, 3.48, -2.05], [2.31, 3.64, -2.02], [1.03, 2.63, -2.70], [0.76, 4.36, -2.47], [-0.39, 3.14, -0.68], [1.23, -0.74, 2.18], [0.41, -3.00, 1.58], [-0.49, -4.59, 0.08], [0.59, -5.32, 1.30]]}

5.
{"formula": "C3H3N3O2", "method": "ωB97M-V with the def2-TZVPD basis set", "max_force_ha_per_bohr": 0.1143, "smiles": "O=[N+]([O-])c1cn[nH]c1", "homo_ev": -10.1, "e_lumo_ev": -0.47, "orbital_gap_ha": 0.3543, "total_charge": 0, "relative_energy_kcal_mol": 134.9, "e_tot_ha": -430.7060, "species": ["C", "C", "C", "H", "H", "H", "N", "N", "N", "O", "O"], "coordinates": [[0.01, -0.05, 0.07], [0.82, 0.99, 0.20], [-0.05, -0.28, -1.34], [1.49, 1.18, 1.14], [0.39, 1.17, -2.86], [-0.52, -0.89, -2.03], [-0.60, -0.78, 1.07], [1.16, 1.55, -0.91], [0.53, 0.77, -1.94], [-0.54, -0.30, 2.23], [-1.18, -1.73, 0.60]]}